The following is a quantum chemistry calculation of C27H21N3O5Pd as an isolated structure, from the Open Molecules 2025 dataset.

Molar mass = 573.9 Da
LUMO energy = -1.072 eV
Gap between HOMO and LUMO = 7.40 eV

```
! wB97M-V def2-TZVPD RIJCOSX def2/J DEFGRID3
* xyz 0 1
Pd -1.15 0.39 1.25
O 2.06 -2.04 2.16
O -2.31 -0.87 0.17
O 0.78 -0.05 -0.54
O -5.37 0.87 -2.05
O 0.25 -0.78 2.04
N -2.56 1.57 0.71
N -0.42 2.13 2.05
N -3.59 1.06 0.00
C 2.31 -1.87 -0.78
C 2.83 1.57 -0.04
C -4.32 -2.40 -0.81
C 4.99 2.08 0.90
C 0.25 4.63 2.93
C 0.72 2.30 2.69
C 2.75 -1.49 -2.05
C 3.14 -3.78 -2.65
C 1.34 -1.27 1.55
C -3.35 -0.22 -0.23
C 3.16 -2.43 -2.98
C 2.71 -4.17 -1.40
C 5.10 0.77 1.35
C 3.86 2.47 0.21
C -1.26 3.16 1.81
C -2.48 2.81 1.06
C -4.36 -1.02 -0.98
C -0.95 4.44 2.25
C 1.10 3.56 3.15
C -5.33 -0.47 -1.82
C 2.29 -3.22 -0.46
C 4.08 -0.14 1.10
C -6.19 -2.68 -2.27
C 1.82 -0.75 0.15
C -5.23 -3.24 -1.44
C -6.24 -1.32 -2.46
C 2.94 0.25 0.41
H 2.04 3.68 3.67
H 5.79 2.79 1.10
H 1.98 -3.54 0.52
H 0.52 5.62 3.27
H 3.77 3.49 -0.15
H -6.98 -0.88 -3.12
H 4.16 -1.16 1.46
H -3.25 3.52 0.80
H 0.28 -0.70 -1.03
H 2.69 -5.22 -1.13
H -6.91 -3.32 -2.77
H 3.46 -4.52 -3.37
H 3.50 -2.11 -3.96
H 5.98 0.45 1.88
H -6.08 1.05 -2.68
H -1.62 5.26 2.06
H -5.18 -4.31 -1.28
H 1.33 1.42 2.83
H 1.95 1.87 -0.58
H 2.77 -0.43 -2.31
H -3.56 -2.81 -0.16
*
```



The following is a quantum chemistry calculation of a 6-piece molecular cluster, C27H22BF4O17 overall in a non-equilibrium geometry, from the Open Molecules 2025 dataset.

Molar mass = 705.3 Da
LUMO energy = -0.841 eV
Gap between HOMO and LUMO = 5.63 eV

```
! wB97M-V def2-TZVPD RIJCOSX def2/J DEFGRID3
* xyz -1 1
F 9.71 2.35 3.15
F 10.28 0.35 2.41
F 9.74 1.99 1.00
F 11.55 2.14 2.04
O 13.04 -1.95 1.71
O 8.48 7.25 -1.02
O 8.89 -2.66 3.68
O 17.07 -4.29 4.70
O 12.02 7.13 -4.37
O 12.45 4.43 -3.77
O 17.29 4.81 5.20
O 8.27 -7.59 1.10
O 16.51 -5.20 2.23
O 7.40 -4.58 4.82
O 9.18 4.73 -0.21
O 15.51 2.73 5.29
O 10.80 1.06 8.23
O 13.05 -1.53 4.27
O 13.09 4.53 1.54
O 10.04 -5.64 0.04
O 14.52 6.77 1.80
C 14.00 4.71 2.50
C 15.93 -4.06 4.04
C 13.84 -2.36 3.83
C 14.86 5.93 2.60
C 14.83 -3.73 1.92
C 16.05 5.90 3.46
C 15.73 -4.36 2.70
C 11.41 2.37 6.34
C 11.66 5.11 -3.17
C 16.22 4.77 4.36
C 13.87 -2.60 2.47
C 10.22 7.27 -2.56
C 7.77 -6.04 3.01
C 14.94 -2.96 4.68
C 13.08 0.71 7.48
C 8.42 -6.35 1.74
C 11.34 6.55 -3.40
C 8.92 -3.93 3.18
C 9.61 -4.15 1.93
C 7.92 -4.85 3.75
C 10.92 4.43 -2.12
C 15.36 3.56 4.51
C 14.30 3.63 3.55
C 9.40 -5.40 1.11
C 9.67 5.20 -1.35
C 9.39 6.70 -1.60
C 11.75 1.41 7.51
B 10.28 1.66 2.14
H 12.05 2.23 5.42
H 13.59 2.74 3.58
H 16.55 6.65 3.52
H 12.83 6.64 -4.48
H 9.89 8.33 -2.61
H 14.89 -2.65 5.68
H 17.29 4.01 5.73
H 9.51 3.95 -0.02
H 11.32 3.54 -1.70
H 12.49 -1.56 2.37
H 17.66 -4.52 4.12
H 12.87 -0.40 7.70
H 11.70 3.39 6.68
H 14.57 -4.02 0.90
H 6.98 -6.93 3.37
H 13.38 0.66 6.44
H 12.77 3.72 1.82
H 9.42 -2.12 3.23
H 10.45 2.15 5.90
H 14.05 1.05 8.05
H 10.22 -3.40 1.49
H 8.67 -7.57 0.10
*
```